(P)
Formula: C5H6N2
Source: the OMol25 dataset
Level of theory: ωB97M-V/def2-TZVPD

SMILES	[H]/N=C1\[C@H]2CN3[C@H]2[C@H]13
total charge	0
gap between HOMO and LUMO	0.3755	hartree

Last columns: bonded neighbours and bond lengths (Å).
Positions of all 13 atoms, in Å:
1 H 0.881 -1.301 1.734  N2 1.023
2 N 1.730 -0.800 1.461  H1 1.023, C3 1.263
3 C 0.992 -0.311 0.561  N2 1.263, C4 1.632, C8 1.460
4 C -0.586 -0.604 0.264  C3 1.632, C5 1.520, C7 1.532, H9 1.110
5 C -1.072 0.835 0.324  C4 1.520, N6 1.507, H10 1.091, H11 1.098
6 N -0.222 1.142 -0.882  C5 1.507, C7 1.471, C8 1.483
7 C -0.151 -0.298 -1.173  C4 1.532, N6 1.471, C8 1.487, H12 1.076
8 C 1.062 0.422 -0.700  C3 1.460, N6 1.483, C7 1.487, H13 1.081
9 H -1.277 -1.429 0.533  C4 1.110
10 H -2.104 1.013 0.018  C5 1.091
11 H -0.864 1.387 1.250  C5 1.098
12 H -0.305 -0.800 -2.112  C7 1.076
13 H 1.917 0.744 -1.279  C8 1.081

---

(Q)
Formula: C5H6N2
Source: the OMol25 dataset
Level of theory: ωB97M-V/def2-TZVPD

SMILES	C=NC1(C#N)CC1
total charge	0
gap between HOMO and LUMO	0.4089	hartree

Last columns: bonded neighbours and bond lengths (Å).
Positions of all 13 atoms, in Å:
1 C -0.861 -2.399 0.144  N2 1.281, H8 1.122, H9 1.145
2 N -0.254 -1.279 0.015  C1 1.281, C3 1.603
3 C -1.073 0.099 0.014  N2 1.603, C4 1.355, C6 1.517, C7 1.527
4 C -2.284 -0.157 0.566  C3 1.355, N5 1.129
5 N -3.278 -0.443 1.019  C4 1.129
6 C -1.008 0.776 -1.343  C3 1.517, C7 1.502, H10 1.075, H11 1.120
7 C -0.251 1.370 -0.190  C3 1.527, C6 1.502, H12 1.063, H13 1.032
8 H -0.196 -3.283 -0.048  C1 1.122
9 H -1.971 -2.662 0.238  C1 1.145
10 H -1.865 1.089 -1.911  C6 1.075
11 H -0.220 0.257 -1.947  C6 1.120
12 H 0.810 1.374 -0.132  C7 1.063
13 H -0.749 2.075 0.377  C7 1.032

---

From most stable to least stable, the computed energies give (Q), (P).

---

(P)
Formula: C5H6N2
Source: the OMol25 dataset
Level of theory: ωB97M-V/def2-TZVPD

total charge	0
gap between HOMO and LUMO	0.3353	hartree

Last columns: bonded neighbours and bond lengths (Å).
Positions of all 13 atoms, in Å:
1 C 1.334 1.805 0.082  C7 1.481, H11 1.089, H12 1.092, H13 1.093
2 C -1.607 -0.695 -0.350  N4 1.757, N5 1.246, C6 1.382
3 C 0.540 -1.952 0.381  N4 1.200, H9 1.080
4 N -0.611 -2.080 0.068  C2 1.757, C3 1.200
5 N -2.787 -1.074 -0.481  C2 1.246, H8 1.019
6 C -0.835 0.450 -0.308  C2 1.382, C7 1.277
7 C 0.384 0.673 -0.004  C1 1.481, C6 1.277, H10 1.322
8 H -3.414 -0.287 -0.640  N5 1.019
9 H 1.361 -2.620 0.597  C3 1.080
10 H 0.874 -0.508 0.333  C7 1.322
11 H 0.865 2.733 -0.243  C1 1.089
12 H 2.210 1.621 -0.543  C1 1.092
13 H 1.685 1.934 1.109  C1 1.093

---

(Q)
Formula: C5H6N2
Source: the OMol25 dataset
Level of theory: ωB97M-V/def2-TZVPD

SMILES	C=Cn1ccnc1
total charge	0
gap between HOMO and LUMO	0.3149	hartree

Last columns: bonded neighbours and bond lengths (Å).
Positions of all 13 atoms, in Å:
1 C 2.616 0.881 -0.292  C2 1.383, H8 1.186, H9 1.208
2 C 1.377 0.458 -0.739  C1 1.383, N3 1.355, H10 1.157
3 N 0.225 -0.112 -0.313  C2 1.355, C4 1.431, C7 1.340
4 C -0.088 -0.404 1.053  N3 1.431, C5 1.495, H11 1.010
5 C -1.559 -0.643 1.173  C4 1.495, N6 1.280, H12 1.147
6 N -2.053 -0.408 0.015  C5 1.280, C7 1.397
7 C -1.007 -0.044 -0.836  N3 1.340, N6 1.397, H13 1.066
8 H 3.007 0.159 0.564  C1 1.186
9 H 3.316 1.750 -0.755  C1 1.208
10 H 1.216 0.713 -1.856  C2 1.157
11 H 0.582 -0.133 1.758  C4 1.010
12 H -2.345 -0.803 1.991  C5 1.147
13 H -1.017 0.465 -1.772  C7 1.066

---

(R)
Formula: C5H6N2
Source: the OMol25 dataset
Level of theory: ωB97M-V/def2-TZVPD

total charge	0
gap between HOMO and LUMO	0.3150	hartree

Last columns: bonded neighbours and bond lengths (Å).
Positions of all 13 atoms, in Å:
1 N 2.524 -0.887 1.241  C2 1.156
2 C 1.668 -0.206 0.868  N1 1.156, C3 1.476
3 C 0.552 0.631 0.385  C2 1.476, C4 1.564, N7 1.469, H8 1.094
4 C 0.267 0.440 -1.141  C3 1.564, C5 1.490, H9 1.108, H10 1.094
5 C -1.050 -0.241 -1.283  C4 1.490, C6 1.493
6 C -1.232 -0.789 0.094  C5 1.493, N7 1.473, H12 1.111, H13 1.092
7 N -0.684 0.192 1.046  C3 1.469, C6 1.473, H11 1.019
8 H 0.777 1.673 0.633  C3 1.094
9 H 0.911 -0.324 -1.619  C4 1.108
10 H 0.411 1.346 -1.737  C4 1.094
11 H -1.325 0.984 1.046  N7 1.019
12 H -0.589 -1.695 0.088  C6 1.111
13 H -2.231 -1.125 0.380  C6 1.092

---

(S)
Formula: C5H6N2
Source: the OMol25 dataset
Level of theory: ωB97M-V/def2-TZVPD

SMILES	Cc1cncnc1
total charge	0
gap between HOMO and LUMO	0.3804	hartree

Last columns: bonded neighbours and bond lengths (Å).
Positions of all 13 atoms, in Å:
1 C -1.911 0.036 0.021  C2 1.542, H8 1.184, H9 1.086, H10 1.250
2 C -0.381 0.051 -0.173  C1 1.542, C3 1.325, C7 1.368
3 C 0.291 -1.091 -0.128  C2 1.325, N4 1.355, H11 1.120
4 N 1.636 -1.198 -0.015  C3 1.355, C5 1.323
5 C 2.265 -0.034 -0.010  N4 1.323, N6 1.343, H12 1.197
6 N 1.679 1.173 -0.059  C5 1.343, C7 1.348
7 C 0.332 1.212 -0.051  C2 1.368, N6 1.348, H13 1.030
8 H -2.033 -0.861 0.784  C1 1.184
9 H -2.241 0.934 0.534  C1 1.086
10 H -2.628 -0.308 -0.942  C1 1.250
11 H -0.351 -2.001 -0.006  C3 1.120
12 H 3.453 -0.053 0.141  C5 1.197
13 H -0.110 2.141 -0.096  C7 1.030

---

From most stable to least stable, the computed energies give (S), (Q), (R), (P).

---

(P)
Formula: C5H6N2
Source: the OMol25 dataset
Level of theory: ωB97M-V/def2-TZVPD

SMILES	CC1=CN(C#N)C1
total charge	0
gap between HOMO and LUMO	0.3594	hartree

Last columns: bonded neighbours and bond lengths (Å).
Positions of all 13 atoms, in Å:
1 C 1.982 -0.163 -0.344  C2 1.486, H8 1.072, H9 1.058, H10 1.164
2 C 0.557 -0.196 0.080  C1 1.486, C3 1.300, C7 1.522
3 C -0.258 -1.129 0.475  C2 1.300, N4 1.645, H11 1.117
4 N -1.438 0.013 0.575  C3 1.645, C5 1.308, C7 1.443
5 C -2.605 0.030 -0.014  N4 1.308, N6 1.157
6 N -3.564 0.037 -0.662  C5 1.157
7 C -0.436 0.955 0.137  C2 1.522, N4 1.443, H12 1.008, H13 1.085
8 H 2.203 0.655 -1.000  C1 1.072
9 H 2.227 -1.061 -0.847  C1 1.058
10 H 2.585 -0.039 0.643  C1 1.164
11 H -0.153 -2.194 0.793  C3 1.117
12 H -0.297 1.603 0.898  C7 1.008
13 H -0.806 1.489 -0.732  C7 1.085

---

(Q)
Formula: C5H6N2
Source: the OMol25 dataset
Level of theory: ωB97M-V/def2-TZVPD

SMILES	C#C/C=N/N1CC1
total charge	0
gap between HOMO and LUMO	0.3440	hartree

Last columns: bonded neighbours and bond lengths (Å).
Positions of all 13 atoms, in Å:
1 C 3.508 0.216 0.087  C2 1.238, H8 1.160
2 C 2.337 -0.031 -0.230  C1 1.238, C3 1.487
3 C 0.868 0.041 -0.453  C2 1.487, N4 1.396, H9 1.066
4 N 0.082 1.194 -0.443  C3 1.396, N5 1.468
5 N -1.365 0.957 -0.363  N4 1.468, C6 1.418, C7 1.580
6 C -1.680 0.108 0.728  N5 1.418, C7 1.450, H10 1.056, H11 1.093
7 C -1.841 -0.536 -0.561  N5 1.580, C6 1.450, H12 1.077, H13 1.165
8 H 4.633 0.143 0.358  C1 1.160
9 H 0.434 -0.887 -0.160  C3 1.066
10 H -0.840 -0.183 1.298  C6 1.056
11 H -2.362 0.651 1.387  C6 1.093
12 H -2.851 -0.436 -0.922  C7 1.077
13 H -0.924 -1.237 -0.725  C7 1.165

---

(R)
Formula: C5H6N2
Source: the OMol25 dataset
Level of theory: ωB97M-V/def2-TZVPD

total charge	0
gap between HOMO and LUMO	0.2888	hartree

Last columns: bonded neighbours and bond lengths (Å).
Positions of all 13 atoms, in Å:
1 C -0.709 -1.626 -0.169  C3 1.505, H9 1.094, H10 1.092, H11 1.095
2 C -0.416 0.864 -0.072  C3 1.336, C5 1.305
3 C 0.108 -0.364 -0.103  C1 1.505, C2 1.336, C4 1.432
4 C 1.534 -0.497 -0.069  C3 1.432, N7 1.307, H8 1.075
5 C -1.163 1.882 0.255  C2 1.305, H12 1.083, H13 1.086
6 N 2.135 1.755 -0.108  N7 1.151
7 N 2.202 0.618 0.063  C4 1.307, N6 1.151
8 H 2.059 -1.435 -0.036  C4 1.075
9 H -0.233 -2.364 -0.822  C1 1.094
10 H -1.708 -1.426 -0.560  C1 1.092
11 H -0.807 -2.065 0.829  C1 1.095
12 H -1.409 2.662 -0.455  C5 1.083
13 H -1.592 1.998 1.246  C5 1.086

---

From most stable to least stable, the computed energies give (P), (R), (Q).

---

(P)
Formula: C5H6N2
Source: the OMol25 dataset
Level of theory: ωB97M-V/def2-TZVPD

SMILES	C=CC#N.C=C=N
total charge	0
gap between HOMO and LUMO	0.3406	hartree

Last columns: bonded neighbours and bond lengths (Å).
Positions of all 13 atoms, in Å:
1 C 1.816 -0.548 0.891  C2 1.317, H5 1.084, H6 1.025
2 C 1.138 -1.296 1.738  C1 1.317, C3 1.416, H7 1.031
3 C 0.249 -0.652 2.633  C2 1.416, N4 1.183
4 N -0.486 -0.054 3.342  C3 1.183
5 H 2.602 -1.036 0.328  C1 1.084
6 H 1.769 0.477 0.889  C1 1.025
7 H 1.325 -2.298 1.887  C2 1.031
8 C -0.486 0.754 -1.752  C9 1.270, H11 1.067, H12 1.147
9 C -1.684 1.117 -1.962  C8 1.270, N10 1.217
10 N -2.804 1.083 -2.437  C9 1.217, H13 1.021
11 H -0.168 -0.183 -1.353  C8 1.067
12 H 0.408 1.294 -2.226  C8 1.147
13 H -3.678 1.341 -1.978  N10 1.021

---

(Q)
Formula: C5H6N2
Source: the OMol25 dataset
Level of theory: ωB97M-V/def2-TZVPD

SMILES	Nc1cccnc1
total charge	0
gap between HOMO and LUMO	0.3438	hartree

Last columns: bonded neighbours and bond lengths (Å).
Positions of all 13 atoms, in Å:
1 N 2.369 0.031 -0.144  C2 1.461, H8 0.994, H9 1.056
2 C 0.924 -0.003 0.076  N1 1.461, C3 1.447, C7 1.447
3 C 0.138 1.205 -0.046  C2 1.447, C4 1.419, H10 1.105
4 C -1.268 1.090 0.111  C3 1.419, C5 1.294, H11 1.170
5 C -1.832 -0.057 -0.094  C4 1.294, N6 1.344, H12 1.114
6 N -1.140 -1.208 -0.144  C5 1.344, C7 1.341
7 C 0.169 -1.236 0.146  C2 1.447, N6 1.341, H13 1.091
8 H 3.086 -0.556 0.214  N1 0.994
9 H 2.882 0.949 -0.053  N1 1.056
10 H 0.796 2.086 0.055  C3 1.105
11 H -1.868 2.088 0.228  C4 1.170
12 H -2.941 -0.151 -0.034  C5 1.114
13 H 0.660 -2.165 0.441  C7 1.091

---

(R)
Formula: C5H6N2
Source: the OMol25 dataset
Level of theory: ωB97M-V/def2-TZVPD

SMILES	N#C[C@H]1C[C@H]2CN21
total charge	0
gap between HOMO and LUMO	0.3969	hartree

Last columns: bonded neighbours and bond lengths (Å).
Positions of all 13 atoms, in Å:
1 N -2.200 1.352 0.397  C2 1.159
2 C -1.777 0.401 -0.113  N1 1.159, C3 1.461
3 C -0.814 -0.628 -0.498  C2 1.461, C4 1.544, N7 1.565, H8 1.094
4 C 0.388 0.019 -1.219  C3 1.544, C5 1.520, H9 1.095, H10 1.093
5 C 1.132 -0.109 0.101  C4 1.520, C6 1.481, N7 1.505, H11 1.086
6 C 0.412 0.270 1.338  C5 1.481, N7 1.469, H12 1.080, H13 1.088
7 N 0.100 -1.021 0.710  C3 1.565, C5 1.505, C6 1.469
8 H -1.298 -1.495 -0.958  C3 1.094
9 H 0.250 1.004 -1.678  C4 1.095
10 H 0.804 -0.679 -1.949  C4 1.093
11 H 2.190 -0.349 0.134  C5 1.086
12 H -0.397 0.985 1.364  C6 1.080
13 H 0.950 0.216 2.282  C6 1.088

---

From most stable to least stable, the computed energies give (Q), (R), (P).

---

(P)
Formula: C5H6N2
Source: the OMol25 dataset
Level of theory: ωB97M-V/def2-TZVPD

SMILES	N#C[C@H]1[C@H]2CCN21
total charge	0
gap between HOMO and LUMO	0.3953	hartree

Last columns: bonded neighbours and bond lengths (Å).
Positions of all 13 atoms, in Å:
1 N 2.443 -0.394 1.573  C2 1.158
2 C 1.851 -0.102 0.622  N1 1.158, C3 1.451
3 C 1.159 0.233 -0.609  C2 1.451, C4 1.477, N7 1.473, H8 1.087
4 C -0.117 -0.410 -0.983  C3 1.477, C5 1.523, N7 1.492, H9 1.086
5 C -0.941 -0.736 0.257  C4 1.523, C6 1.543, H10 1.091, H11 1.094
6 C -0.937 0.788 0.499  C5 1.543, N7 1.498, H12 1.093, H13 1.094
7 N -0.062 1.052 -0.689  C3 1.473, C4 1.492, C6 1.498
8 H 1.843 0.465 -1.421  C3 1.087
9 H -0.290 -0.774 -1.991  C4 1.086
10 H -1.923 -1.165 0.056  C5 1.091
11 H -0.422 -1.345 1.003  C5 1.094
12 H -1.906 1.240 0.271  C6 1.093
13 H -0.574 1.175 1.455  C6 1.094

---

(Q)
Formula: C5H6N2
Source: the OMol25 dataset
Level of theory: ωB97M-V/def2-TZVPD

SMILES	C1=CCN=C1.C#N
total charge	0
gap between HOMO and LUMO	0.3790	hartree

Last columns: bonded neighbours and bond lengths (Å).
Positions of all 13 atoms, in Å:
1 C -0.159 -0.694 -1.722  C2 1.359, C5 1.458, H6 1.070
2 C 0.648 -1.202 -0.755  C1 1.359, C3 1.476, H7 1.084
3 C 0.144 -0.801 0.574  C2 1.476, N4 1.497, H8 1.016, H9 1.211
4 N -1.065 0.030 0.278  C3 1.497, C5 1.295
5 C -1.193 0.049 -1.011  C1 1.458, N4 1.295, H10 0.986
6 H -0.165 -0.594 -2.787  C1 1.070
7 H 1.513 -1.852 -0.822  C2 1.084
8 H 0.784 -0.333 1.209  C3 1.016
9 H -0.330 -1.755 1.148  C3 1.211
10 H -1.935 0.583 -1.382  C5 0.986
11 C 0.577 2.271 1.679  N12 1.142, H13 1.088
12 N 1.500 1.644 1.433  C11 1.142
13 H -0.321 2.655 2.159  C11 1.088

---

From most stable to least stable, the computed energies give (P), (Q).

---

(P)
Formula: CH8N3O
Source: the OMol25 dataset
Level of theory: ωB97M-V/def2-TZVPD

total charge	+1
gap between HOMO and LUMO	0.4363	hartree

Last columns: bonded neighbours and bond lengths (Å).
Positions of all 13 atoms, in Å:
1 N -0.802 -0.573 0.337  C2 1.391, H5 0.986, H6 1.021
2 C 0.566 -0.578 0.088  N1 1.391, N3 1.356, N4 1.464
3 N 1.312 -1.252 0.997  C2 1.356, H7 0.994, H8 1.054
4 N 1.203 0.217 -0.964  C2 1.464, H9 1.050, H10 1.011
5 H -1.440 0.176 0.402  N1 0.986
6 H -1.163 -1.224 1.036  N1 1.021
7 H 2.255 -1.504 0.809  N3 0.994
8 H 0.914 -1.547 1.928  N3 1.054
9 H 0.576 0.508 -1.755  N4 1.050
10 H 2.063 0.740 -1.055  N4 1.011
11 H -2.608 1.420 -0.612  O13 0.931
12 H -1.068 1.821 -0.893  O13 0.936
13 O -1.807 1.795 -0.319  H11 0.931, H12 0.936

---

(Q)
Formula: CH8N3O
Source: the OMol25 dataset
Level of theory: ωB97M-V/def2-TZVPD

total charge	+1
gap between HOMO and LUMO	0.2210	hartree

Last columns: bonded neighbours and bond lengths (Å).
Positions of all 13 atoms, in Å:
1 N -0.830 0.757 -0.119  C2 1.391, H5 1.023
2 C -0.620 -0.579 -0.447  N1 1.391, N3 1.533, N4 1.415, H9 1.105
3 N 0.818 -0.605 -0.978  C2 1.533, H7 1.014, H8 1.015
4 N -0.667 -1.548 0.583  C2 1.415, H10 1.020, H11 1.020
5 H -1.649 1.241 -0.494  N1 1.023
6 H 0.374 1.557 0.836  O13 0.983
7 H 1.117 0.362 -0.914  N3 1.014
8 H 1.228 -1.102 -1.762  N3 1.015
9 H -1.349 -0.888 -1.218  C2 1.105
10 H -1.516 -1.414 1.131  N4 1.020
11 H 0.183 -1.661 1.135  N4 1.020
12 H 1.666 2.344 0.956  O13 0.970
13 O 1.245 1.536 1.291  H6 0.983, H12 0.970

---

From most stable to least stable, the computed energies give (P), (Q).

---

(P)
Formula: CH8N3O
Source: the OMol25 dataset
Level of theory: ωB97M-V/def2-TZVPD

total charge	+1
gap between HOMO and LUMO	0.4411	hartree

Last columns: bonded neighbours and bond lengths (Å).
Positions of all 13 atoms, in Å:
1 C -0.210 1.790 2.521  N2 1.333, N3 1.333, N4 1.333
2 N 0.435 2.869 2.080  C1 1.333, H5 1.023, H6 1.023
3 N 0.313 0.579 2.337  C1 1.333, H7 1.023, H8 1.023
4 N -1.380 1.923 3.147  C1 1.333, H9 1.023, H10 1.023
5 H 0.033 3.799 2.222  N2 1.023
6 H 1.333 2.768 1.599  N2 1.023
7 H 1.210 0.477 1.856  N3 1.023
8 H -0.183 -0.250 2.675  N3 1.023
9 H -1.875 1.095 3.486  N4 1.023
10 H -1.781 2.853 3.289  N4 1.023
11 O 3.590 1.359 0.486  H12 0.984, H13 0.984
12 H 3.747 1.243 -0.478  O11 0.984
13 H 4.490 1.356 0.886  O11 0.984

---

(Q)
Formula: CH8N3O
Source: the OMol25 dataset
Level of theory: ωB97M-V/def2-TZVPD

total charge	+1
gap between HOMO and LUMO	0.4309	hartree

Last columns: bonded neighbours and bond lengths (Å).
Positions of all 13 atoms, in Å:
1 N -0.444 -1.027 -0.211  C2 1.320, H5 1.007, H6 1.016
2 C -0.213 0.143 -0.776  N1 1.320, N3 1.333, N4 1.353
3 N 0.962 0.755 -0.627  C2 1.333, H7 1.000, H8 0.990
4 N -1.185 0.743 -1.500  C2 1.353, H9 1.003, H10 0.999
5 H -1.397 -1.327 -0.339  N1 1.007
6 H 0.249 -1.760 -0.087  N1 1.016
7 H 1.048 1.629 -1.106  N3 1.000
8 H 1.811 0.332 -0.343  N3 0.990
9 H -1.163 1.735 -1.650  N4 1.003
10 H -1.611 0.145 -2.177  N4 0.999
11 H 1.393 -0.297 2.981  O13 0.968
12 H 0.035 -0.764 3.265  O13 0.961
13 O 0.516 -0.307 2.570  H11 0.968, H12 0.961

---

From most stable to least stable, the computed energies give (P), (Q).